[1]
# C2H3NO2

A 2-piece molecular cluster, C2H3NO2 overall in a non-equilibrium geometry (ωB97M-V/def2-TZVPD, the OMol25 dataset).

The geometry in XYZ format:
```
8
Properties=species:S:1:pos:R:3:nbo_charge:R:1
C 0.48441 -0.91554 0.14708 0.188
C 1.39006 0.05493 0.17891 -0.364
N -0.56291 -1.40158 -0.03411 -0.271
O -1.73885 0.08166 0.00935 -0.203
O -1.00875 1.10453 0.19077 -0.275
H 1.99366 0.32497 1.13433 0.235
H 1.51853 0.66807 -0.63604 0.225
H -2.07616 0.08297 -0.99028 0.466
```

Properties
Gap between HOMO and LUMO (alpha / beta) = 0.312 / 0.334 hartree
Relative energy (zero: lowest compared OMol25 entry of this formula, charge and spin) = 179.6 kcal/mol

[2]
# C6H9N4

An isolated ion of composition C6H9N4 and charge +1 in a non-equilibrium geometry (ωB97M-V/def2-TZVPD, the OMol25 dataset).

The geometry in XYZ format:
```
19
Properties=species:S:1:pos:R:3:nbo_charge:R:1
C -1.08909 -1.86179 -1.18711 -0.182
C -0.10449 -0.96688 -1.27345 -0.204
C -1.99750 -1.66087 -0.03405 0.107
C -0.45795 -0.47778 1.21171 -0.201
C 0.15986 0.09226 -0.25365 0.209
C 1.79533 1.74221 0.67694 -0.454
N -0.95539 2.29789 -0.33252 0.261
N -1.70881 -1.01703 1.02020 -0.382
N -0.86034 1.23683 -0.62571 0.058
N 1.42936 0.59691 -0.15963 -0.516
H -1.24919 -2.67371 -1.84561 0.256
H 0.61162 -0.96307 -2.07797 0.226
H -3.04516 -2.14065 -0.19954 0.221
H 0.15338 -1.33695 1.46363 0.260
H -0.40809 0.41366 1.84658 0.219
H 1.54742 1.58045 1.73976 0.228
H 2.90795 1.94136 0.61122 0.264
H 1.29079 2.69856 0.48964 0.216
H 1.98032 0.49861 -1.07042 0.413
```

Properties
Gap between HOMO and LUMO = 0.292 hartree
Relative energy (zero: lowest compared OMol25 entry of this formula, charge and spin) = 98.2 kcal/mol
SMILES string = CN[C@@]1([N+]#N)C=CC=NC1
Total charge = +1

[3]
# C6H16S2

A 2-piece molecular cluster, C6H16S2 overall in a non-equilibrium geometry (ωB97M-V/def2-TZVPD, the OMol25 dataset).

The geometry in XYZ format:
```
24
Properties=species:S:1:pos:R:3:lowdin_spin:R:1
C -0.90689 -1.54059 -1.03014 0.013
C 0.19710 -1.60448 0.00890 0.008
C 1.45866 -2.29536 -0.51246 0.001
C 2.60184 -2.43077 0.48745 0.000
H -0.65563 -0.91295 -1.89237 0.000
H -1.78502 -1.02149 -0.63482 0.008
H -1.19195 -2.53990 -1.36694 0.001
H -0.15847 -2.21757 0.84559 0.001
H 0.50716 -0.61825 0.35573 0.006
H 1.77139 -1.76361 -1.42112 0.000
H 1.24342 -3.28972 -0.92857 0.000
H 2.95593 -1.44704 0.81953 0.000
H 3.37766 -3.02657 0.00984 0.000
H 2.32580 -2.85395 1.45929 0.000
C -1.10568 1.26638 2.02901 0.019
S -1.14566 1.73941 0.29204 0.313
S -1.22372 3.84177 0.49677 0.507
C -1.24063 4.22398 -1.27008 0.066
H -0.10466 1.46828 2.41718 0.002
H -1.88133 1.86709 2.51154 0.004
H -1.30059 0.20929 2.18590 0.004
H -2.09424 3.70698 -1.72081 0.009
H -1.31473 5.30421 -1.33538 0.028
H -0.32979 3.93484 -1.80607 0.009
```

Properties
Gap between HOMO and LUMO (alpha / beta) = 0.100 / 0.234 hartree
Relative energy (zero: lowest compared OMol25 entry of this formula, charge and spin) = 9.1 kcal/mol
⟨S²⟩ = 0.7534
Spin multiplicity = 2
Total charge = -1

[4]
# C36H31F5N3O4PtSTe

C36H31F5N3O4PtSTe as an isolated structure (ωB97M-V/def2-TZVPD, the OMol25 dataset).

The geometry in XYZ format:
```
82
Properties=species:S:1:pos:R:3:lowdin_spin:R:1
Pt 0.32950 -0.09757 0.73695 1.694
C -1.70795 1.50370 3.76689 0.002
C -2.00688 2.39093 2.59135 0.012
C -2.20912 3.75639 2.76598 -0.002
C -2.49506 4.58729 1.69212 0.014
C -2.60334 4.04427 0.42309 -0.002
C -2.42050 2.68087 0.21188 0.015
C -2.63741 2.09913 -1.16024 0.026
C -2.09415 1.85838 1.30124 0.011
N -1.81346 0.49173 1.05738 0.187
C -2.62156 -0.48910 1.46642 0.016
O -3.72387 -0.40138 2.00431 0.022
C -2.06746 -1.85685 1.14789 0.009
C -2.80888 -3.01544 1.27922 0.008
C -2.21306 -4.22066 0.93532 -0.006
C -0.90243 -4.24316 0.47417 0.008
C -0.22003 -3.04682 0.38547 0.010
N -0.81393 -1.90955 0.72287 0.172
C 1.20345 -2.95988 -0.10298 0.014
O 1.79836 -3.99448 -0.39016 0.014
N 1.68031 -1.70296 -0.14690 0.209
C 2.78319 -1.35451 -0.95824 0.039
C 2.80204 -1.69789 -2.32710 0.027
C 1.70050 -2.49620 -2.96794 0.002
C 3.85244 -1.24364 -3.11703 -0.001
C 4.85817 -0.44552 -2.59744 0.017
C 4.82413 -0.10661 -1.25603 -0.001
C 3.80680 -0.55727 -0.42127 0.032
C 3.88702 -0.21566 1.04480 0.006
H -1.57080 2.10044 4.66926 0.000
H -0.80591 0.91303 3.59375 0.000
H -2.52964 0.80115 3.93078 0.001
H -2.14204 4.16837 3.76751 0.000
H -2.64375 5.64956 1.84716 0.001
H -2.84487 4.67922 -0.42304 0.000
H -2.31160 2.79393 -1.93767 0.005
H -3.70097 1.89781 -1.32066 0.003
H -2.12129 1.15018 -1.28191 0.011
H -3.82694 -2.93510 1.63288 0.002
H -2.77069 -5.14495 1.02299 0.000
H -0.39117 -5.15023 0.18425 0.002
H 0.72384 -2.17682 -2.59854 0.000
H 1.81535 -3.55994 -2.75061 0.001
H 1.71755 -2.34916 -4.04833 0.000
H 3.85732 -1.50305 -4.16971 0.000
H 5.65875 -0.08700 -3.23339 0.001
H 5.60521 0.51703 -0.83420 -0.001
H 4.43718 0.71650 1.18205 0.000
H 4.41606 -1.00446 1.58738 0.001
H 2.92002 -0.11351 1.53040 0.005
C 0.44611 -1.35790 4.80563 0.009
C 0.84453 -1.64552 3.36562 0.020
C 2.24347 -2.24739 3.29360 0.010
O 0.76761 -0.43006 2.64842 0.395
H 0.52494 -2.26650 5.40801 0.001
H -0.58091 -0.99262 4.85843 0.000
H 1.10727 -0.59658 5.22845 0.000
H 0.13845 -2.38622 2.97920 0.003
H 2.96768 -1.54334 3.71336 0.000
H 2.52699 -2.45974 2.26499 0.000
H 2.28435 -3.17843 3.86395 0.001
Te 0.84458 1.26991 -1.47742 0.696
C 1.61003 3.05720 -0.68261 0.075
C 2.48929 3.90376 -1.31154 0.056
C 2.76008 5.07809 -0.55712 0.007
C 2.07124 5.10392 0.62290 0.051
S 1.10656 3.71320 0.81837 0.021
H 2.93207 3.67782 -2.27375 0.002
H 3.43069 5.86456 -0.87642 0.000
H 2.08063 5.87675 1.37677 0.003
F -4.90898 -0.59294 -5.90545 0.001
C -3.90196 -0.59023 -5.00879 0.005
C -4.03593 -1.23104 -3.79191 -0.001
F -5.18993 -1.85742 -3.49828 -0.001
C -2.99765 -1.23291 -2.88407 0.004
F -3.18030 -1.87274 -1.71161 0.001
C -1.75855 -0.59923 -3.11640 0.000
O -0.81507 -0.62421 -2.23895 0.046
C -1.67446 0.03981 -4.36956 0.005
F -0.53297 0.68300 -4.70090 0.005
C -2.70703 0.04575 -5.28701 -0.001
F -2.55126 0.67069 -6.46825 -0.001
```

Properties
Gap between HOMO and LUMO (alpha / beta) = 0.258 / 0.190 hartree
Relative energy (zero: lowest compared OMol25 entry of this formula, charge and spin) = 0.0 kcal/mol
⟨S²⟩ = 6.0224
Spin multiplicity = 5
Total charge = -1

[5]
# C4H4Cl2

C4H4Cl2 in the gas phase in a non-equilibrium geometry (ωB97M-V/def2-TZVPD, the OMol25 dataset).

The geometry in XYZ format:
```
10
Properties=species:S:1:pos:R:3:nbo_charge:R:1
C 1.44345 -0.17736 -0.33978 -0.197
C 0.64482 0.87761 -0.03673 -0.249
C -0.92441 0.99266 0.09719 -0.239
C -1.39894 -0.32002 0.35348 -0.177
H 1.06574 -1.22672 -0.63449 0.222
H 1.17244 1.94572 0.23876 0.224
H -1.57765 1.80277 -0.35681 0.258
H -0.85627 -1.24809 0.64728 0.246
Cl 3.23150 -0.25931 0.05461 -0.044
Cl -3.13701 -0.30016 -0.07460 -0.044
```

Properties
Gap between HOMO and LUMO = 0.336 hartree
Relative energy (zero: lowest compared OMol25 entry of this formula, charge and spin) = 44.4 kcal/mol
SMILES string = Cl/C=C/C=C/Cl

[6]
# C32H71AsBrMgN4O8SSi4

C32H71AsBrMgN4O8SSi4 as an isolated structure (ωB97M-V/def2-TZVPD, the OMol25 dataset).

The geometry in XYZ format:
```
123
Properties=species:S:1:pos:R:3:lowdin_charge:R:1
Mg 1.55105 -0.80912 0.83400 0.425
O 0.55193 -4.24108 1.02267 -0.414
S 1.04879 -3.20165 0.10704 0.277
O 1.19963 -3.64029 -1.26441 -0.322
O 0.10377 -2.01487 0.19323 -0.503
O 2.34360 -2.66154 0.66390 -0.430
O 5.88326 2.19653 -1.44708 0.110
C 5.44541 1.34136 -2.36069 -0.509
O 5.97678 1.22940 -3.44145 0.079
C 4.26881 0.51175 -1.99592 -0.041
C 3.75296 -0.47643 -2.81846 0.020
N 2.67580 -0.98521 -2.20369 0.061
N 2.46118 -0.38671 -1.03917 0.044
C 3.40787 0.51260 -0.87657 -0.130
C 3.45444 1.20668 0.46587 -0.548
O 4.34860 2.03994 0.66008 0.031
O 2.57885 0.82793 1.30438 -0.073
H 5.34189 2.14185 -0.60065 0.061
H 4.09273 -0.82408 -3.77814 0.137
H 2.14699 -1.83513 -2.39868 0.137
C -1.98454 -0.18973 -6.97213 -0.093
C -1.09920 -0.23667 -5.71742 -0.625
C 0.03654 0.78224 -5.89762 -0.105
C -0.43089 -1.61980 -5.65848 -0.115
Si -2.09415 0.16519 -4.11959 0.439
Br -0.78135 -0.45601 -2.42675 0.648
C -3.68508 -0.90313 -3.93333 -0.627
C -4.84418 -0.34548 -4.77430 -0.095
C -4.15553 -0.99989 -2.47285 -0.118
C -3.41875 -2.34625 -4.38641 -0.106
C -2.40768 2.04817 -3.87178 -0.621
C -3.01599 2.70253 -5.12176 -0.094
C -3.37074 2.26520 -2.69484 -0.107
C -1.12328 2.81279 -3.51449 -0.119
H -1.36256 -0.37178 -7.85548 0.085
H -2.47266 0.77617 -7.11162 0.066
H -2.75873 -0.95756 -6.96081 0.061
H 0.67565 0.45539 -6.72423 0.084
H 0.66218 0.86297 -5.00683 0.075
H -0.33160 1.77681 -6.14857 0.062
H 0.20523 -1.73157 -6.54273 0.083
H -1.14184 -2.44321 -5.66204 0.060
H 0.20018 -1.72886 -4.77683 0.044
H -5.18449 0.62670 -4.41621 0.061
H -5.69615 -1.03102 -4.70731 0.084
H -4.59198 -0.24297 -5.83131 0.066
H -4.43666 -0.03953 -2.04532 0.058
H -3.39372 -1.44285 -1.83206 0.053
H -5.03902 -1.64629 -2.43799 0.083
H -3.23899 -2.42527 -5.45861 0.060
H -4.30223 -2.95224 -4.16025 0.085
H -2.57239 -2.78946 -3.85906 0.081
H -3.94082 2.22700 -5.45254 0.065
H -2.31858 2.70200 -5.96030 0.062
H -3.24794 3.74976 -4.89808 0.085
H -4.37834 1.90162 -2.89733 0.060
H -3.44505 3.33971 -2.49679 0.084
H -3.00882 1.78587 -1.78306 0.068
H -0.41572 2.86449 -4.33947 0.061
H -0.60250 2.39374 -2.65427 0.019
H -1.39938 3.84304 -3.26143 0.084
C 0.71031 3.81851 3.42918 -0.069
C -0.16983 4.25834 2.26242 -0.215
N 0.43520 4.05777 0.95485 -0.091
C 1.32253 5.09625 0.46223 -0.218
C 2.78914 4.90693 0.84138 -0.058
C 0.34417 2.86829 0.26272 -0.434
C -0.62480 1.84545 0.79732 -0.013
N 0.98330 2.57728 -0.80720 0.152
H 0.12847 3.76452 4.35131 0.072
H 1.53988 4.50606 3.59320 0.065
H 1.13499 2.83183 3.23700 0.058
H -0.40829 5.32234 2.34939 0.113
H -1.12264 3.73589 2.30533 0.098
H 0.94726 6.04991 0.84280 0.111
H 1.22050 5.14904 -0.62564 0.109
H 2.93810 5.02819 1.91381 0.064
H 3.41174 5.64379 0.33095 0.077
H 3.14447 3.91248 0.57211 0.048
H -0.46784 1.64696 1.85564 0.053
H -0.52492 0.91325 0.24553 0.040
H -1.65176 2.18969 0.64679 0.093
H 1.62675 3.31968 -1.07652 0.048
C -1.01503 -4.93974 3.12150 -0.195
Si 0.69058 -4.17644 3.30853 0.350
C 2.26710 -5.10135 2.87908 -0.189
C 0.81605 -4.33124 5.23166 -0.266
As 0.73204 -1.70180 3.25878 0.906
Si -1.37358 -1.10510 4.05806 0.276
C -2.57483 -1.42483 2.65220 -0.209
C -1.99975 -2.00390 5.58313 -0.219
C -1.39368 0.73386 4.47700 -0.210
Si 2.28285 -1.09580 4.91493 0.295
C 3.86637 -2.00299 4.45867 -0.205
C 2.58250 0.75117 4.77044 -0.224
C 1.82778 -1.42512 6.71261 -0.213
H -0.88523 -6.02358 3.20230 0.037
H -1.50761 -4.72832 2.17671 0.023
H -1.65286 -4.62821 3.95054 0.008
H 1.99450 -6.02127 2.35747 0.036
H 2.83176 -5.34560 3.77916 0.022
H 2.89465 -4.53217 2.19503 0.016
H 0.58683 -5.37137 5.49499 0.029
H 0.13957 -3.69400 5.80499 -0.006
H 1.83217 -4.13386 5.58408 -0.003
H -2.94434 -2.45190 2.67820 0.025
H -2.09885 -1.28488 1.67934 0.015
H -3.43236 -0.74955 2.72587 0.028
H -2.03980 -3.08471 5.46122 0.006
H -3.01849 -1.64076 5.75523 0.031
H -1.41182 -1.78909 6.47514 0.013
H -1.66637 1.32528 3.60227 0.009
H -0.43731 1.10979 4.84169 0.002
H -2.14410 0.92080 5.25050 0.031
H 3.85825 -2.32983 3.41690 0.021
H 4.00598 -2.89246 5.07633 0.024
H 4.73138 -1.34989 4.59569 0.027
H 2.65326 1.07874 3.73245 0.003
H 3.53550 0.97717 5.25896 0.033
H 1.80893 1.33460 5.27494 0.013
H 2.11744 -2.42219 7.04135 0.016
H 0.76078 -1.31712 6.90418 0.005
H 2.35042 -0.68853 7.32933 0.026
```

Properties
Gap between HOMO and LUMO = 0.296 hartree
Relative energy (zero: lowest compared OMol25 entry of this formula, charge and spin) = 42.6 kcal/mol
Total charge = -1